One molecule with the formula C4H6N2S2 at a distorted geometry. Source: the OMol25 dataset; level of theory: ωB97M-V/def2-TZVPD.

Output
- E_LUMO (Ha) = -0.015
- ΔE to the lowest compared entry with this formula, charge and spin (kJ/mol) = 238.23
- spin multiplicity = 1
- Kohn-Sham gap (eV) = 8.27
- structure (SMILES) = S=CC/C=N\NC=S
- charge = 0

XYZ file:
```
14
Properties=species:S:1:pos:R:3:forces:R:3
S -2.7528 2.3956 -0.5835 0.05 -0.02 0.00
C -1.7790 1.1201 -0.5902 0.13 0.20 0.52
C -0.7334 0.8276 0.4624 0.15 -0.22 -0.43
C 0.6580 1.0110 -0.1136 -0.31 -0.36 0.36
N 1.6759 0.2573 -0.0642 -0.09 -0.08 0.04
N 1.5037 -1.0100 0.5118 0.96 -0.23 0.59
C 0.8589 -2.0414 -0.0594 -0.09 -0.48 0.18
S -0.2263 -2.0333 -1.2883 0.27 0.02 0.25
H -1.8304 0.3893 -1.3789 0.01 -0.25 -0.31
H -0.8373 1.5440 1.2696 -0.04 0.21 0.18
H -0.8766 -0.1826 0.8567 0.08 0.10 -0.12
H 0.8570 1.9666 -0.5650 0.02 0.37 -0.23
H 2.3274 -1.2681 1.0861 -0.89 0.35 -0.65
H 1.1549 -2.9761 0.4566 -0.25 0.40 -0.38
```
Positions in Å, forces in eV/Å.

Atomic partial charges in e from the Mulliken method, atoms 1 to 8: S -0.22; C -0.18; C -0.39; C -0.04; N -0.56; N -0.04; C -0.13; S -0.29